Density functional theory data (ωB97M-V/def2-TZVPD) for 13 unconnected molecules or ions with the total composition C45H122N6O13 in a non-equilibrium geometry.

Calculated values
HOMO level, eV: -8.70
Strongest force on any atom, eV/Å: 3.301
Spin multiplicity: 1
E_LUMO, Eh: 0.0074
Total energy, eV: -84196.1260
Orbital gap, eV: 8.904

Geometry (Å):
C: -4.0248 -2.4815 -0.0381
C: -4.7608 -2.8190 1.2885
C: -4.3430 -4.1658 1.9146
O: -4.3857 -1.8085 2.1673
H: -4.2923 -3.2208 -0.7931
H: -2.9377 -2.4576 0.0368
H: -4.3415 -1.5085 -0.4137
H: -5.8325 -2.7465 1.1029
H: -4.6681 -4.1634 2.9550
H: -3.3321 -4.5266 1.7248
H: -4.8522 -4.9951 1.4237
H: -4.7884 -2.0325 3.0095
C: 5.2404 2.7284 0.4008
C: 4.1037 2.1105 -0.4996
C: 3.2894 3.2911 -1.0846
O: 4.6395 1.2959 -1.4922
H: 4.8844 3.5262 1.0525
H: 6.0162 3.0930 -0.2726
H: 5.9600 2.0456 0.8526
H: 3.4748 1.5028 0.1511
H: 2.2798 2.9471 -1.3092
H: 3.7574 3.6046 -2.0177
H: 3.1912 4.1423 -0.4108
H: 4.9086 0.5132 -1.0057
C: -5.9039 1.1178 1.8278
C: -4.6276 1.4013 1.0419
C: -4.3778 2.8822 0.7075
O: -3.5526 0.8830 1.7213
H: -5.8737 1.8307 2.6518
H: -6.0453 0.0919 2.1678
H: -6.7586 1.3470 1.1913
H: -4.7292 0.9057 0.0764
H: -5.3149 3.3382 0.3880
H: -3.6264 2.9677 -0.0774
H: -3.9887 3.4414 1.5584
H: -3.7791 -0.0172 1.9660
C: 1.4595 2.9904 2.8610
C: 0.8574 1.9713 3.7986
C: -0.5886 2.2303 4.0989
O: 0.9101 0.7070 3.0865
H: 2.4692 2.7523 2.5267
H: 1.5136 3.9486 3.3778
H: 0.9738 3.1085 1.8924
H: 1.4441 2.0406 4.7146
H: -1.1211 2.4391 3.1709
H: -0.7436 2.9843 4.8706
H: -1.1784 1.3649 4.4010
H: 0.2686 0.7887 2.3770
C: -0.0783 3.7779 -3.4299
C: -0.9515 4.8152 -4.1887
C: -1.3853 4.2956 -5.5187
O: -2.0952 4.9215 -3.4269
H: 0.8571 3.7202 -3.9865
H: -0.5091 2.7788 -3.4962
H: 0.1061 3.9555 -2.3704
H: -0.4917 5.8028 -4.2263
H: -1.7805 4.9944 -6.2560
H: -2.1146 3.4915 -5.4201
H: -0.4808 3.9500 -6.0194
H: -2.1854 5.8462 -3.1851
C: -6.2890 0.0118 -2.6399
C: -5.8205 1.1518 -3.5110
C: -4.2946 1.3927 -3.5147
O: -6.0973 0.9331 -4.8101
H: -7.3499 -0.1224 -2.8512
H: -6.1781 0.1914 -1.5706
H: -5.8286 -0.9367 -2.9165
H: -6.3421 2.0290 -3.1282
H: -3.8997 1.8141 -2.5903
H: -3.9776 2.0736 -4.3045
H: -3.7152 0.4893 -3.7052
H: -5.4732 0.2664 -5.1060
C: 0.7046 -0.0140 -0.7987
C: -0.4730 0.9562 -0.3926
C: -1.6956 0.6941 -1.2129
O: -0.8389 0.7322 0.9700
H: 1.1872 0.2789 -1.7311
H: 0.4185 -1.0538 -0.9569
H: 1.5334 -0.0233 -0.0909
H: -0.0124 1.9398 -0.4847
H: -1.5136 0.8351 -2.2783
H: -2.5038 1.3792 -0.9564
H: -2.0596 -0.3056 -0.9757
H: -1.6921 1.1529 1.0992
C: 4.0633 -3.1879 3.6620
C: 3.5110 -1.7791 3.7444
C: 4.5377 -0.6542 3.5340
O: 5.6324 -0.6911 4.4552
C: 6.4821 0.4573 4.2553
N: 2.4510 -1.7391 2.6905
H: 4.5638 -3.2829 2.6983
H: 3.2482 -3.9098 3.6117
H: 4.7549 -3.4342 4.4677
H: 3.0978 -1.5852 4.7342
H: 4.0295 0.3100 3.5188
H: 4.9302 -0.7054 2.5184
H: 6.8755 0.6062 3.2497
H: 7.2572 0.3927 5.0188
H: 5.9922 1.3786 4.5701
H: 2.1456 -0.7764 2.6913
H: 1.6377 -2.2917 2.9211
C: 6.3262 -1.7935 -1.6066
C: 4.8315 -1.9453 -1.2556
C: 4.3369 -3.3847 -1.1778
O: 5.1849 -4.0556 -0.2646
C: 5.1689 -5.4431 -0.2831
N: 4.5828 -1.2702 0.0003
H: 6.9569 -2.2266 -0.8302
H: 6.5820 -0.7499 -1.7895
H: 6.5957 -2.2471 -2.5604
H: 4.2305 -1.4774 -2.0354
H: 4.4558 -3.7130 -2.2104
H: 3.2951 -3.4489 -0.8638
H: 5.8026 -5.8987 0.4777
H: 5.6083 -5.7860 -1.2199
H: 4.2301 -5.9971 -0.2732
H: 4.9525 -1.9998 0.5928
H: 3.5764 -1.2814 0.0845
C: 0.0944 8.9035 1.7384
C: 0.1642 7.6842 2.6252
C: 0.0182 6.3466 1.8242
O: -1.0798 6.3130 0.9424
C: -1.1128 5.2098 0.0557
N: 1.4061 7.7513 3.3028
H: -0.7504 8.8201 1.0546
H: 0.9889 9.0933 1.1453
H: -0.0701 9.8012 2.3343
H: -0.6523 7.8050 3.3370
H: -0.0122 5.4637 2.4626
H: 0.9211 6.2875 1.2164
H: -1.1100 4.2674 0.6033
H: -0.2285 5.1633 -0.5799
H: -2.0024 5.3575 -0.5567
H: 1.5826 8.6109 3.8028
H: 1.2797 7.0282 3.9964
C: -0.7488 -1.7288 -4.6428
C: -0.9994 -0.6287 -5.6206
C: 0.1985 0.1228 -6.1288
O: -0.2514 1.2543 -6.8661
C: 0.6764 1.7873 -7.7256
N: -1.7755 -1.2358 -6.6698
H: -0.1892 -2.5085 -5.1595
H: -1.6942 -2.0874 -4.2357
H: -0.1040 -1.4319 -3.8156
H: -1.5917 0.1581 -5.1536
H: 0.9287 -0.4987 -6.6471
H: 0.7505 0.4431 -5.2452
H: 0.6887 1.3146 -8.7077
H: 1.7179 1.8029 -7.4043
H: 0.5159 2.8489 -7.9135
H: -1.1823 -1.9478 -7.0713
H: -1.8839 -0.5312 -7.3853
C: -0.7788 -5.1651 6.8657
C: 0.0023 -4.5521 5.6655
C: -0.9319 -3.8562 4.6785
O: -0.0581 -3.2131 3.7081
C: -0.8484 -2.6126 2.7039
N: 1.0390 -3.6518 6.2517
H: -0.1035 -5.7278 7.5102
H: -1.4863 -5.8630 6.4178
H: -1.3837 -4.4422 7.4130
H: 0.5976 -5.3086 5.1541
H: -1.5462 -3.0710 5.1193
H: -1.5416 -4.5832 4.1420
H: -1.2129 -3.3570 1.9960
H: -0.3310 -1.8610 2.1077
H: -1.6731 -2.0649 3.1599
H: 1.4829 -3.1376 5.5043
H: 0.5225 -2.8800 6.6488
C: -2.4134 -4.9288 -2.5659
C: -0.9890 -5.3715 -2.1795
C: -0.6148 -4.7854 -0.8602
O: 0.7293 -5.1962 -0.5963
C: 1.2586 -4.6493 0.5737
N: -1.0824 -6.8258 -2.2617
H: -2.9020 -5.4593 -3.3832
H: -2.4672 -3.8660 -2.8016
H: -3.1960 -5.1138 -1.8300
H: -0.2115 -4.9765 -2.8335
H: -1.2603 -5.1845 -0.0778
H: -0.8110 -3.7133 -0.8714
H: 0.6730 -4.9720 1.4346
H: 1.2126 -3.5614 0.5234
H: 2.2892 -4.8903 0.8344
H: -1.7225 -7.1071 -1.5327
H: -0.2144 -7.0866 -1.8160

Cartesian forces, eV/Å:
-0.7 -0.5 0.2
1.7 -0.7 -1.6
-1.0 -0.5 -1.2
0.1 1.1 1.2
0.0 0.0 -0.1
0.0 -0.1 0.4
-0.1 0.1 0.1
-0.2 -0.4 0.0
0.4 -0.3 0.1
0.5 1.0 0.6
-0.7 0.1 0.0
0.1 0.3 0.4
0.6 -0.4 -1.4
0.6 1.8 1.9
0.0 -1.1 -0.2
-0.1 0.2 -0.7
0.2 -0.2 0.1
-0.4 1.1 -0.6
-0.9 -0.8 1.0
-0.3 0.0 0.1
-0.1 0.0 -0.2
0.0 0.1 0.0
0.2 -0.1 0.1
0.2 -0.7 0.1
-0.2 1.2 -0.4
-1.2 0.3 -0.9
-0.1 -0.5 0.4
1.7 0.2 0.7
-0.4 -0.3 0.4
0.4 0.1 0.0
-0.2 0.2 0.1
0.0 -0.3 -0.4
0.1 0.1 -0.2
-0.1 0.0 -0.1
-0.1 -0.1 0.2
0.1 -0.6 0.1
0.6 0.9 -0.2
-0.2 -0.6 -1.7
-1.1 0.1 0.1
1.0 0.2 1.7
0.3 -0.3 0.6
0.0 0.3 -0.2
-0.8 0.0 0.2
0.2 -1.0 0.0
0.1 0.8 -0.1
-0.1 0.3 -0.3
0.6 -0.5 0.5
-0.4 -0.1 -0.6
0.6 0.1 -1.3
0.5 -1.1 0.9
1.1 -0.3 -1.5
-2.2 1.1 1.6
0.4 -0.1 0.3
-0.4 0.0 -0.1
-0.1 0.5 -0.2
0.5 -0.1 -0.3
-0.3 0.5 0.5
0.3 -0.1 0.1
-0.1 -0.6 -0.2
-0.4 -0.1 0.2
-0.4 -0.5 0.0
2.3 0.5 2.1
0.4 0.5 1.0
-1.7 -0.5 -2.8
-0.2 0.0 0.1
0.2 0.0 0.0
0.3 0.0 0.1
0.0 0.4 -0.5
-0.1 0.0 0.2
-0.5 0.2 0.0
-0.2 -0.5 0.1
0.0 -0.1 -0.4
-0.3 0.3 0.2
1.7 -1.5 0.0
-0.3 0.5 -0.5
0.9 -0.1 -0.1
-0.3 0.4 -0.2
-0.4 -0.1 0.2
-0.2 0.2 0.4
-0.5 0.4 -0.2
0.0 -0.3 -0.1
0.0 0.1 0.1
0.1 -0.1 -0.3
-0.7 -0.1 0.4
0.5 0.1 -0.1
-0.5 -0.5 -0.2
0.2 -0.4 -0.9
-0.2 0.9 -0.7
-0.4 -0.3 1.4
1.3 1.1 0.0
0.3 -0.1 0.0
-0.1 0.0 0.4
0.0 -0.1 0.0
-0.2 -0.1 0.3
-0.2 0.3 0.6
0.2 -0.3 -0.3
0.0 -0.4 -0.1
0.4 -0.4 -0.4
-0.6 0.2 -0.3
-0.5 0.2 -0.3
0.2 -0.2 0.5
-0.3 -0.2 -0.5
0.2 0.2 -0.9
1.1 0.3 -0.6
-0.4 0.3 0.7
0.7 -1.4 -1.1
0.3 0.1 -0.4
0.0 0.1 0.0
-0.1 0.2 0.5
-0.2 -0.5 0.0
0.0 0.2 -0.2
-0.1 -0.9 -0.1
-0.1 0.0 -0.1
0.0 0.6 0.4
0.2 -0.1 -0.4
-0.7 0.7 0.4
-0.2 0.4 1.3
-0.3 0.0 0.8
-0.8 0.4 -0.8
-1.5 0.8 -1.4
0.7 0.5 -0.3
-0.5 0.6 0.2
0.3 0.5 0.5
1.1 -1.8 0.9
0.0 0.1 -0.1
0.2 -0.4 0.0
0.0 0.0 0.2
-0.5 -0.4 0.0
0.0 0.0 0.4
0.5 -0.2 0.0
-0.4 -0.3 0.1
0.2 0.3 -0.2
0.1 -0.4 0.1
-0.3 0.2 -0.1
1.0 -0.1 0.6
1.0 0.0 0.7
-0.5 0.5 0.0
0.7 0.2 0.9
-0.4 -0.8 0.7
1.3 1.0 -1.3
-0.4 0.3 -0.7
-0.2 -0.4 0.1
0.1 -0.2 -0.2
0.0 0.2 0.2
-0.4 0.0 0.1
-0.2 -0.2 -0.7
0.2 0.5 0.2
-0.2 -0.3 -0.1
0.1 -0.5 0.6
-0.7 0.1 0.1
-0.1 -0.4 -0.3
-0.3 0.0 -0.4
0.1 -0.4 -1.6
0.4 0.6 1.7
1.8 0.1 -0.8
-0.7 -0.1 0.2
-0.2 0.4 -0.2
-0.8 0.2 -0.5
-0.1 0.3 0.1
-0.2 -0.3 0.2
0.3 0.2 0.1
-0.4 -0.3 -0.2
-0.2 -0.1 0.3
-0.3 -0.1 0.1
-0.3 -0.2 0.0
0.6 -0.1 0.3
-0.3 -0.1 0.0
0.5 -0.3 -0.6
-0.2 0.2 0.8
-0.4 1.0 -0.4
-2.3 0.2 -0.9
0.4 -0.9 0.8
0.0 0.1 -0.7
-0.5 0.8 1.0
1.6 0.1 0.8
0.9 -0.1 -0.5
0.0 0.1 0.0
0.5 0.0 0.9
-0.2 -0.3 -0.7
-0.2 -0.2 0.4
0.6 0.4 0.0
-0.2 0.0 0.3
0.0 0.3 0.1
0.1 -0.5 -0.8
-0.7 -0.1 0.0
0.7 -0.9 -0.3